Formula: C31H31BrGaN3O4P
Source: the OMol25 dataset
Level of theory: ωB97M-V/def2-TZVPD

```
72
Properties=species:S:1:pos:R:3:forces:R:3:mulliken_charge:R:1
Ga -0.494 0.221 -0.731 0.272 0.243 -0.118 0.3314
O -0.823 2.621 -3.694 0.018 0.039 -0.082 -0.5958
C -0.922 2.406 -2.519 -0.038 -0.095 0.202 0.1817
O -1.265 1.207 -2.048 -0.011 -0.058 -0.082 -0.3694
C -0.775 3.554 -1.526 0.032 -0.090 -0.086 0.6435
C -1.162 4.794 -2.029 -0.003 0.019 0.007 -0.8902
C -1.112 5.934 -1.245 0.003 0.019 0.008 -0.6026
C -0.644 5.864 0.059 -0.009 -0.016 -0.025 -0.7938
C -0.225 4.648 0.565 -0.013 0.020 -0.013 -0.6179
C -0.292 3.489 -0.211 -0.026 0.061 0.018 0.1121
P 0.357 1.989 0.548 -0.034 -0.020 0.163 1.8872
C -0.186 1.952 2.265 -0.078 -0.006 0.004 0.2464
C 0.629 2.351 3.319 0.059 -0.002 0.033 -0.0757
C 0.136 2.336 4.617 -0.008 -0.009 -0.058 -0.7337
C -1.167 1.928 4.861 -0.005 0.001 0.000 -0.5671
C -1.986 1.536 3.809 0.021 -0.004 0.021 -0.7518
C -1.497 1.545 2.514 -0.004 0.023 0.027 -0.3045
C 2.152 2.057 0.494 0.073 0.045 -0.155 0.2539
C 2.789 2.954 -0.360 0.022 0.013 0.043 -0.7592
C 4.170 2.924 -0.483 0.006 -0.026 0.026 -0.7727
C 4.913 2.001 0.239 -0.013 0.009 -0.011 -0.6542
C 4.279 1.103 1.087 -0.029 0.016 0.001 -0.7723
C 2.901 1.124 1.213 -0.014 -0.060 0.014 -0.2477
H -1.504 4.843 -3.053 -0.015 -0.006 0.004 0.5419
H -1.438 6.880 -1.655 0.001 0.008 -0.007 0.4210
H -0.601 6.751 0.676 0.007 0.011 0.004 0.4547
H 0.155 4.595 1.578 -0.001 -0.014 0.011 0.4566
H 1.648 2.670 3.135 0.000 0.006 -0.015 0.4749
H 0.771 2.646 5.436 0.013 0.005 0.010 0.4537
H -1.547 1.918 5.873 -0.006 -0.002 0.011 0.4135
H -3.003 1.223 3.997 -0.016 0.001 0.002 0.4718
H -2.152 1.256 1.701 0.009 -0.028 -0.039 0.1797
H 2.216 3.676 -0.927 -0.018 -0.004 -0.007 0.3743
H 4.664 3.621 -1.145 0.007 0.010 -0.010 0.4410
H 5.990 1.979 0.138 0.009 0.001 0.000 0.4144
H 4.858 0.382 1.648 0.009 -0.013 -0.002 0.4278
H 2.407 0.416 1.868 -0.007 0.011 -0.001 0.4673
Br -3.871 -0.122 -0.352 -0.015 0.135 -0.052 0.0226
C -2.682 -1.266 0.562 0.094 0.036 0.051 0.2581
C -3.131 -2.051 1.554 0.117 -0.108 0.039 -1.3968
C -2.120 -2.736 2.325 -0.127 0.017 0.039 -0.5599
C -0.853 -2.794 1.913 -0.004 0.003 -0.106 -1.4858
C -0.477 -2.254 0.553 -0.056 -0.190 -0.014 1.4024
N -1.383 -1.203 0.136 -0.336 -0.084 0.132 1.1409
C 1.593 -1.514 -0.598 -0.222 0.386 -0.035 0.7196
O 2.683 -1.989 -0.765 0.360 -0.196 -0.043 -0.6656
O 0.934 -0.769 -1.447 -0.089 0.027 -0.192 -0.6749
H -4.173 -2.072 1.826 -0.037 -0.012 0.009 0.5207
H -2.386 -3.154 3.287 -0.028 -0.001 0.012 0.5140
H -0.079 -3.220 2.535 0.054 -0.011 0.009 0.4397
C 0.882 -4.233 -3.282 0.011 -0.059 0.035 -0.8801
C -0.352 -4.699 -2.513 -0.120 0.078 0.113 -0.8217
N -0.865 -3.641 -1.590 -0.097 -0.017 -0.191 0.2452
C -2.044 -2.926 -2.171 0.178 -0.016 0.205 0.0127
C -1.695 -2.103 -3.397 -0.081 0.009 0.018 -1.1933
C -0.308 -3.461 -0.441 -0.091 -0.119 0.089 0.5904
C 0.706 -4.470 0.024 -0.042 0.044 -0.004 -2.0870
N 0.882 -1.705 0.622 0.246 -0.099 0.281 -0.4543
H 1.401 -5.104 -3.677 0.017 -0.003 -0.034 0.3901
H 1.576 -3.677 -2.653 0.017 -0.036 0.025 0.2057
H 0.612 -3.591 -4.115 -0.014 0.039 -0.009 0.2894
H -0.157 -5.596 -1.931 0.036 0.023 -0.029 0.5502
H -1.176 -4.926 -3.185 0.069 -0.038 -0.035 0.4323
H -2.493 -2.319 -1.402 0.010 -0.093 -0.108 -0.2315
H -2.742 -3.727 -2.415 -0.029 0.023 -0.015 0.5625
H -0.875 -1.416 -3.199 0.022 0.051 -0.007 0.2441
H -2.573 -1.519 -3.673 0.027 0.027 0.004 0.4266
H -1.431 -2.721 -4.253 0.007 -0.035 -0.003 0.4367
H 0.248 -5.457 0.093 -0.031 -0.008 -0.041 0.5469
H 1.093 -4.220 1.003 -0.004 -0.026 -0.009 0.3566
H 1.547 -4.522 -0.665 0.049 -0.011 0.008 0.3871
H 1.467 -2.215 1.275 -0.098 0.155 -0.041 0.6162
```
Forces are in eV/Å.

Results
- HOMO-LUMO gap: 8.06 eV
- Total charge: +1